Record 1
DFT (ωB97M-V/def2-TZVPD) results for a structure of composition C22H17F5N4O13TeV.

Values from the calculation:
<S²>	2.0182
total charge	-1
frontier orbital gap (alpha / beta)	8.19 / 6.02	eV
2S+1	3
maximum force	0.0154	hartree/bohr

Element x y z (Å)
V  -0.08  -0.19  0.15
O  0.74  0.30  4.09
C  0.95  0.14  2.90
O  -0.02  0.01  2.03
C  2.39  0.02  2.43
C  3.35  0.10  3.41
C  4.70  0.05  3.08
C  5.11  -0.08  1.77
C  4.15  -0.18  0.79
C  2.76  -0.16  1.08
O  1.90  -0.26  0.12
N  4.64  -0.26  -0.59
O  5.78  0.10  -0.80
O  3.91  -0.70  -1.47
N  5.71  0.14  4.13
O  5.33  0.24  5.28
O  6.88  0.08  3.80
H  3.04  0.23  4.44
H  6.16  -0.10  1.52
O  -0.07  0.16  -1.92
C  -0.24  1.29  -2.79
C  1.08  1.99  -3.04
C  1.87  2.23  -1.75
C  1.06  2.91  -0.68
C  1.12  4.29  -0.53
C  0.36  4.91  0.44
C  -0.44  4.14  1.26
C  -0.45  2.77  1.06
N  0.28  2.16  0.12
H  0.24  -0.66  -2.36
H  -0.96  1.94  -2.29
H  -0.68  0.95  -3.73
H  0.87  2.94  -3.55
H  1.71  1.40  -3.71
H  2.74  2.85  -1.97
H  2.23  1.28  -1.38
H  1.76  4.86  -1.19
H  0.40  5.99  0.57
H  -1.04  4.57  2.05
H  -1.05  2.12  1.68
F  2.95  -3.43  -2.28
Te  1.90  -2.85  -0.80
F  0.89  -2.19  -2.44
F  1.46  -3.13  1.06
F  3.61  -3.15  0.02
F  1.09  -4.50  -0.98
O  -0.16  -1.77  -0.22
O  -2.71  2.02  -0.94
C  -2.89  0.98  -0.31
O  -1.99  0.26  0.25
C  -4.29  0.43  -0.16
C  -4.52  -0.77  0.50
C  -5.81  -1.27  0.61
C  -6.85  -0.54  0.06
C  -6.65  0.66  -0.60
C  -5.36  1.14  -0.70
N  -8.22  -1.06  0.18
O  -8.38  -2.13  0.74
O  -9.12  -0.41  -0.31
H  -3.68  -1.31  0.91
H  -6.01  -2.21  1.11
H  -7.49  1.19  -1.01
H  -5.15  2.07  -1.21

***

Record 2
DFT (ωB97M-V/def2-TZVPD) results for an isolated molecule of C4H7ClS at a distorted geometry.

Values from the calculation:
SMILES string	SC/C=C\CCl
total charge	0
frontier orbital gap	9.83	eV
maximum force	0.0640	hartree/bohr

Element x y z (Å)
S  2.84  -0.61  0.06
C  1.04  -0.50  -0.37
C  0.48  0.81  -0.59
C  -0.72  1.10  -0.08
C  -1.62  0.20  0.70
Cl  -2.30  -1.12  -0.30
H  2.66  -1.86  0.39
H  0.51  -0.96  0.46
H  0.74  -1.27  -1.22
H  0.86  1.62  -1.19
H  -1.15  2.09  -0.41
H  -2.35  0.86  1.14
H  -1.00  -0.35  1.40

***

Record 3
DFT (ωB97M-V/def2-TZVPD) results for a cluster of 4 separate species, C3H6N2O in total at a distorted geometry.

Values from the calculation:
total charge	0
frontier orbital gap	9.13	eV
maximum force	0.0238	hartree/bohr

Element x y z (Å)
N  1.69  -0.31  -0.26
C  0.73  0.39  -0.83
C  -1.15  -0.25  0.23
O  -0.81  -0.93  1.24
C  -1.61  1.13  0.42
N  -1.96  2.23  0.53
H  1.33  -0.77  1.01
H  1.75  -1.23  -0.70
H  0.66  1.45  -0.57
H  0.31  0.08  -1.78
H  -1.52  -0.74  -0.67
H  0.58  -1.05  1.39

***

These records have total energy values of -102235.494; -27617.885; -8231.075 eV, in the order they appear.
These records have ΔE to the lowest compared entry with this formula, charge and spin values of 60.7; 19.0; 129.7 kcal per mole, in the order they appear.